Record 1
Below is a single C7H11OP molecule, with properties calculated with ωB97M-V/def2-TZVPD.

## Properties
Electronic energy in eV: -18769.482
Multiplicity: 1
Gap between HOMO and LUMO (spin up / spin down) in eV: 7.82 / 6.69
Net charge: 0

The geometry in XYZ format:
```
20
Properties=species:S:1:pos:R:3:forces:R:3
C -0.902131 1.047487 -0.022180 0.2 1.8 -0.7
C 0.435041 0.907742 -0.017656 -1.6 -1.2 0.1
C 1.038483 -0.385577 0.495065 1.4 0.6 -1.5
C 1.450211 -1.401443 -0.434441 -0.2 1.1 2.5
C 1.414201 -0.271574 1.807817 -1.4 0.7 -1.8
C 1.238287 2.100463 -0.455053 3.7 -2.8 0.7
C -2.258434 -1.619953 -0.536421 2.7 -2.2 -1.7
O -3.619687 0.614504 0.137368 -1.2 0.8 -0.2
P -2.313953 -0.025281 0.330065 1.5 -0.8 0.7
H -1.096693 2.144492 -0.234670 -1.0 -1.5 0.2
H 2.048992 -2.255728 -0.183828 0.0 -0.2 0.6
H 1.361244 -1.262221 -1.457609 -0.6 0.5 -1.7
H 1.968211 -0.973815 2.248726 2.1 -3.0 1.6
H 1.210635 0.546152 2.437146 -0.6 1.1 0.3
H 1.487262 2.009978 -1.504752 -0.2 0.0 -0.5
H 2.298857 2.013687 0.030334 -1.9 0.7 -0.5
H 0.753196 3.003704 -0.293464 -0.7 1.6 0.5
H -1.845960 -1.543865 -1.602265 -1.3 0.5 0.9
H -1.497274 -2.436753 -0.278612 -0.6 1.5 0.8
H -3.170494 -2.212005 -0.465566 -0.4 0.7 -0.2
```
Forces are in eV/Å.

Here are the Mulliken charges for atoms 1 to 2, given in e:
1 C -0.516
2 C 0.848

=====

Record 2
Below is 2 unconnected molecules or ions with the total composition C7H11OP, with properties calculated with ωB97M-V/def2-TZVPD.

## Properties
Electronic energy in eV: -18769.386
Multiplicity: 1
Gap between HOMO and LUMO in eV: 8.34
Net charge: 0
SMILES string: CC(C)=C=C=O.C=PC

The geometry in XYZ format:
```
20
Properties=species:S:1:pos:R:3:forces:R:3
C -1.351066 -0.862232 1.099867 -0.3 0.0 0.6
C -0.629473 -1.667731 0.013746 -0.9 2.0 0.2
C 0.009657 -2.928295 0.428541 -0.3 -1.9 -2.2
C -0.501447 -1.190953 -1.228128 -0.3 -0.4 0.6
C -0.766670 -0.409953 -2.218955 0.7 -0.9 -0.9
O -0.796986 0.019504 -3.313047 -0.4 0.5 0.6
H -0.666918 0.058094 1.300956 -1.2 -1.9 0.3
H -1.486787 -1.569920 2.006301 0.2 1.6 -1.2
H -2.366138 -0.412716 0.805462 1.5 -0.9 0.2
H 0.545527 -2.919626 1.367659 0.7 0.5 -0.1
H 0.559824 -3.286899 -0.542626 -0.6 0.2 2.4
H -0.797329 -3.670448 0.682745 0.4 0.5 -0.6
C -0.433204 1.950208 -0.413117 -1.6 -0.1 -0.1
P 0.623560 1.781391 0.800563 2.1 0.3 0.7
C 2.222445 2.639279 0.281166 0.0 0.5 0.8
H -0.495388 2.610931 -1.258435 0.4 0.0 -0.4
H -1.348975 1.349978 -0.252668 0.4 0.6 -0.2
H 3.143904 2.186096 0.725640 -1.0 0.2 -0.2
H 2.233326 3.724639 0.491093 -0.1 -0.5 0.3
H 2.302137 2.598653 -0.776764 0.1 -0.3 -1.1
```
Forces are in eV/Å.

Here are the Mulliken charges for atoms 1 to 2, given in e:
1 C -0.728
2 C 1.510

=====

Record 3
Below is a single C7H12 molecule, with properties calculated with ωB97M-V/def2-TZVPD.

## Properties
Electronic energy in eV: -7451.987
Multiplicity: 1
Gap between HOMO and LUMO in eV: 10.74
Net charge: 0
SMILES string: CC[C@H]1C[C@H]2C[C@@H]12

The geometry in XYZ format:
```
19
Properties=species:S:1:pos:R:3:forces:R:3
C 2.060441 0.527562 -0.935229 0.0 0.1 0.0
C 1.237135 -0.683110 -0.495626 0.0 -0.1 0.0
C 0.271930 -0.421232 0.673765 0.1 -0.1 0.0
C -0.356324 0.996179 0.899011 0.1 0.2 0.0
C -1.748238 0.387174 0.771368 -0.2 0.2 0.1
C -1.884923 -0.300910 -0.550922 -0.1 0.0 -0.2
C -1.149261 -0.989590 0.558419 0.0 -0.3 0.1
H 2.788682 0.245949 -1.703388 -0.1 0.0 0.1
H 2.608750 0.972947 -0.097172 -0.1 -0.1 -0.1
H 1.419976 1.307121 -1.361882 0.1 -0.1 0.1
H 0.668210 -1.052915 -1.357873 0.1 0.1 0.1
H 1.919479 -1.495488 -0.215181 -0.1 0.1 0.0
H 0.736327 -0.747724 1.610741 -0.1 0.1 -0.1
H -0.110228 1.783243 0.177782 -0.1 -0.1 0.1
H -0.144472 1.369465 1.905216 0.0 0.0 -0.2
H -2.614787 0.667373 1.362478 0.1 -0.1 -0.1
H -2.871910 -0.696405 -0.775912 0.2 0.0 0.1
H -1.345890 0.073288 -1.422509 -0.1 0.0 0.2
H -1.484896 -1.942933 0.956917 0.1 0.2 -0.1
```
Forces are in eV/Å.

Here are the Mulliken charges for atoms 1 to 2, given in e:
1 C -1.228
2 C -0.541

=====

Record 4
Below is a molecular structure, C7H12, with properties calculated with ωB97M-V/def2-TZVPD.

## Properties
Electronic energy in eV: -7448.327
Multiplicity: 1
Gap between HOMO and LUMO in eV: 9.78
Net charge: 0

The geometry in XYZ format:
```
19
Properties=species:S:1:pos:R:3:forces:R:3
C 0.244456 1.120325 1.895799 0.0 0.0 0.0
C 0.772302 0.005212 1.004584 -0.1 -0.1 0.4
C -0.388887 -0.968214 0.531993 -0.1 -0.1 0.1
C -0.092754 -1.273977 -0.975980 0.0 -0.1 0.0
C -1.299834 -1.210877 -1.900487 0.0 0.0 0.0
C 0.855315 -0.157194 -0.961275 0.3 0.2 0.3
C 1.585854 0.582871 -0.262654 -0.2 -0.4 -0.4
H -0.492568 1.731509 1.363464 0.1 -0.1 0.0
H -0.246352 0.689203 2.779579 0.1 0.0 -0.1
H 1.054817 1.775207 2.227459 -0.1 -0.1 -0.1
H 1.526811 -0.572491 1.547951 -0.1 0.1 -0.1
H -0.458886 -1.872259 1.144677 0.0 0.1 -0.1
H -1.344748 -0.435292 0.592441 0.1 -0.1 0.0
H 0.431662 -2.228987 -1.094794 -0.1 0.1 0.0
H -1.837420 -0.265354 -1.777023 0.1 -0.1 0.0
H -1.984245 -2.033578 -1.667266 0.1 0.1 0.0
H -1.003433 -1.304869 -2.949836 0.0 0.0 0.2
H 1.359811 2.844795 -0.825279 0.0 0.2 0.1
H 1.318098 3.573970 -0.673354 0.0 0.1 -0.1
```
Forces are in eV/Å.

Here are the Mulliken charges for atoms 1 to 2, given in e:
1 C -1.584
2 C 0.906

=====

Record 5
Below is 2 unconnected molecules or ions with the total composition C7H12, with properties calculated with ωB97M-V/def2-TZVPD.

## Properties
Electronic energy in eV: -7449.619
Multiplicity: 1
Gap between HOMO and LUMO in eV: 10.73
Net charge: 0
SMILES string: C[C@@H]1[C@H]2C[C@@H]3[C@H]2[C@H]13.[H][H]

The geometry in XYZ format:
```
19
Properties=species:S:1:pos:R:3:forces:R:3
C 1.806407 -0.342050 -0.818364 -0.1 0.0 0.0
C 0.470173 0.412036 -0.586707 0.0 0.2 0.0
C 0.344271 0.619577 0.931615 0.4 0.2 0.2
C -0.919412 1.489565 1.131431 0.0 0.2 0.1
C -1.679227 0.244796 0.761844 -0.2 0.1 0.0
C -0.541320 -0.684066 0.997647 0.1 -0.2 0.2
C -0.887466 -0.333651 -0.429744 0.0 -0.1 -0.3
H 2.051604 -0.595916 -1.856492 -0.3 0.1 0.1
H 1.900757 -1.257512 -0.218689 -0.3 0.1 -0.1
H 2.614677 0.324119 -0.476695 -0.3 -0.1 -0.1
H 0.479506 1.305814 -1.226575 -0.1 0.0 0.2
H 1.240749 0.794290 1.525008 0.0 0.0 -0.1
H -1.054087 2.302745 0.406034 0.2 0.1 0.3
H -1.055178 1.851321 2.150942 0.0 -0.1 0.0
H -2.725913 0.008146 0.948550 0.2 0.1 -0.5
H -0.439921 -1.644854 1.490335 -0.1 0.3 0.0
H -1.480559 -0.828316 -1.187554 0.3 -0.3 0.3
H 0.292810 -1.819060 -2.018980 0.0 -0.4 -0.2
H -0.306637 -2.199789 -1.806814 0.3 -0.3 -0.3
```
Forces are in eV/Å.

Here are the Mulliken charges for atoms 1 to 2, given in e:
1 C -1.667
2 C 0.450

=====

Record 6
Below is a single C7H12 molecule, with properties calculated with ωB97M-V/def2-TZVPD.

## Properties
Electronic energy in eV: -7452.017
Multiplicity: 1
Gap between HOMO and LUMO in eV: 10.84
Net charge: 0
SMILES string: CC[C@H]1C[C@H]2C[C@@H]12

The geometry in XYZ format:
```
19
Properties=species:S:1:pos:R:3:forces:R:3
C 2.443636 -0.238911 -0.733439 0.1 -0.1 0.0
C 1.020002 0.284227 -0.865112 -0.1 0.1 0.0
C 0.256543 0.283921 0.462784 0.1 0.0 0.0
C -0.973645 1.227191 0.680705 0.0 0.1 -0.1
C -1.859194 0.002419 0.902287 -0.2 0.1 0.1
C -1.779471 -0.868628 -0.312438 -0.1 -0.1 -0.1
C -0.670525 -0.914987 0.696599 0.2 -0.2 0.1
H 2.901011 -0.397418 -1.715067 0.0 0.0 0.1
H 2.454606 -1.194913 -0.199561 0.0 0.1 -0.1
H 3.071068 0.462145 -0.176971 0.0 -0.1 0.0
H 1.034104 1.284906 -1.306666 0.0 0.0 0.1
H 0.488356 -0.352095 -1.577247 -0.1 0.1 0.0
H 0.959331 0.418390 1.294187 -0.1 -0.1 -0.1
H -1.262890 1.865618 -0.162919 0.1 -0.1 0.1
H -0.855194 1.851122 1.572549 0.0 -0.1 -0.2
H -2.671067 -0.081220 1.618961 0.2 0.0 -0.1
H -2.425676 -1.736141 -0.351483 0.0 0.0 0.1
H -1.614945 -0.411028 -1.286687 0.0 0.0 0.1
H -0.409027 -1.827630 1.226623 -0.1 0.2 -0.1
```
Forces are in eV/Å.

Here are the Mulliken charges for atoms 1 to 2, given in e:
1 C -1.338
2 C -0.393

=====

Per-record relative energy (zero: lowest compared OMol25 entry of this formula, charge and spin), kcal/mol: 73.3; 75.5; 33.3; 117.7; 87.9; 32.6